The following is a DFT calculation (ωB97M-V/def2-TZVPD) of one molecule with the formula C5H8O2.

Each line ends with the Löwdin charge.
Cartesian coordinates (Å):
C: 1.57008 -0.55533 0.25398  -0.049
C: 0.36093 0.35546 0.48986  -0.305
C: 0.28045 1.36087 -0.63347  -0.217
O: -0.45021 1.18823 -1.59068  0.050
C: -2.02608 0.62369 0.28930  0.224
C: -0.99472 -0.41341 0.49847  -0.478
O: -0.97504 -1.56306 -0.32997  -0.047
H: 2.50004 0.02386 0.23526  0.084
H: 1.46560 -1.08223 -0.69792  0.085
H: 1.64463 -1.30726 1.04442  0.090
H: 0.47317 0.89877 1.43409  0.144
H: 0.91778 2.26266 -0.57516  0.139
H: -2.69425 0.28786 -0.52634  0.029
H: -1.16548 -0.77973 1.52462  0.159
H: -0.98339 -1.23505 -1.24058  0.091

LUMO level: -0.184 eV
M: 100.12 g/mol
relative energy (zero: lowest compared OMol25 entry of this formula, charge and spin): 4.5655 eV
total charge: 0
DFT total energy: -9405.267 eV
spin multiplicity: 1


The following is a DFT calculation (ωB97M-V/def2-TZVPD) of an isolated ion of composition C5H5O2P2 and charge -1 at a distorted geometry.

Each line ends with the Löwdin charge.
Cartesian coordinates (Å):
C: -2.13354 0.35127 -1.94601  -0.122
C: -1.06618 -0.50813 -2.01669  -0.525
C: -1.98586 1.48640 -1.18311  -0.619
C: -0.04910 -0.04937 -0.83921  -0.518
C: 0.11451 -0.74722 0.25713  -0.544
O: -0.90582 -1.55640 -2.63067  -0.029
O: -2.78160 2.37435 -0.96786  -0.069
P: 0.01108 1.74232 -1.00436  0.890
P: 1.09937 -0.27125 1.68451  0.688
H: -3.02652 0.09791 -2.48140  0.102
H: -0.31911 -1.71006 0.27449  0.044
H: 0.15089 2.33647 0.36506  -0.093
H: 1.84690 0.88345 1.13858  -0.124
H: 2.04100 -1.50038 1.52670  -0.081

LUMO level: 3.770 eV
M: 159.04 g/mol
relative energy (zero: lowest compared OMol25 entry of this formula, charge and spin): 0.4712 eV
total charge: -1
DFT total energy: -27937.456 eV
spin multiplicity: 1
SMILES: O=C1C=C([O-])P/C1=C\P


The following is a DFT calculation (ωB97M-V/def2-TZVPD) of a 3-piece molecular cluster, C21H42NO9P2 overall at a distorted geometry.

Each line ends with the Löwdin charge.
Cartesian coordinates (Å):
C: 2.62443 -4.67706 0.51825  -0.055
C: 1.61726 -3.94857 -0.43653  -0.157
C: 0.87156 -2.89464 0.35419  -0.134
C: 1.56992 -1.80396 0.83328  0.029
N: 0.94720 -0.87689 1.56746  0.121
C: -0.35278 -0.95397 1.85727  -0.014
C: -1.11026 -1.99830 1.39766  0.047
C: -0.50617 -3.00431 0.62054  -0.106
C: -1.40287 -4.11261 0.14858  -0.072
C: -1.79662 -5.08559 1.27361  -0.224
O: -2.94738 -5.18392 1.56162  0.096
H: 2.15191 -5.60086 0.84666  0.077
H: 3.57727 -4.84018 0.02147  0.081
H: 2.81400 -4.08170 1.41252  0.069
H: 0.94977 -4.71309 -0.81748  0.093
H: 2.11930 -3.51017 -1.29926  0.125
H: 2.62958 -1.71912 0.63362  0.164
H: 1.49432 -0.09395 1.91176  0.168
H: -0.82156 -0.20032 2.47508  0.149
H: -2.16713 -2.08680 1.61012  0.140
H: -2.32704 -3.64560 -0.19700  0.120
H: -1.00554 -4.66726 -0.70064  0.121
H: -1.02445 -5.68029 1.79255  0.136
O: 5.03827 2.26586 2.38868  -0.237
P: 5.23892 3.58284 3.04934  0.537
O: 6.12833 3.29280 4.36677  -0.193
C: 7.50272 2.91280 4.21450  -0.272
C: 8.38667 4.09651 3.86604  -0.078
O: 3.77125 3.80809 3.76112  -0.206
C: 2.64197 3.07142 3.32970  -0.320
C: 2.40826 1.88174 4.24207  -0.071
O: 5.50353 5.18997 3.03857  -0.185
C: 5.21410 5.93660 1.82840  -0.249
C: 3.72705 6.03420 1.54793  -0.074
H: 7.59075 2.12570 3.46028  0.111
H: 7.81308 2.49180 5.16959  0.119
H: 8.15945 4.47616 2.86711  0.067
H: 9.43788 3.80849 3.88743  0.081
H: 8.22732 4.91495 4.56706  0.085
H: 2.75046 2.76041 2.28850  0.092
H: 1.78070 3.74268 3.37371  0.120
H: 3.30693 1.27259 4.34332  0.080
H: 1.59741 1.25016 3.85851  0.049
H: 2.14013 2.21532 5.24413  0.084
H: 5.73811 5.48122 0.98549  0.117
H: 5.63013 6.93121 1.97554  0.122
H: 3.31521 5.06510 1.25451  0.067
H: 3.53930 6.73572 0.73528  0.085
H: 3.18739 6.36310 2.43497  0.089
O: -6.18918 0.23022 -2.83308  -0.212
P: -5.51730 -0.93035 -3.46343  0.536
O: -4.59826 -1.58984 -2.28882  -0.208
C: -5.23639 -2.25084 -1.19622  -0.287
C: -5.74304 -3.62842 -1.58770  -0.076
O: -4.34315 -0.20037 -4.34068  -0.218
C: -4.42687 1.18556 -4.67876  -0.300
C: -3.60553 2.02528 -3.72283  -0.076
O: -5.45875 -2.24297 -4.43153  -0.196
C: -6.42720 -2.34877 -5.50810  -0.252
C: -6.18130 -1.33859 -6.61188  -0.073
H: -6.05029 -1.63554 -0.80270  0.115
H: -4.48504 -2.34890 -0.40928  0.096
H: -6.56512 -3.55410 -2.30142  0.070
H: -6.10281 -4.16907 -0.71139  0.081
H: -4.95294 -4.20859 -2.06487  0.080
H: -5.46355 1.51966 -4.70735  0.103
H: -4.02910 1.28829 -5.69057  0.117
H: -3.87867 1.82450 -2.68662  0.073
H: -3.74716 3.08836 -3.92186  0.079
H: -2.54487 1.78880 -3.82584  0.073
H: -7.43547 -2.24096 -5.10274  0.117
H: -6.33759 -3.35932 -5.90248  0.120
H: -6.40687 -0.32355 -6.27722  0.071
H: -6.81539 -1.55445 -7.47164  0.085
H: -5.13818 -1.35430 -6.92483  0.088

LUMO level: -4.197 eV
M: 514.51 g/mol
total charge: +1
DFT total energy: -60949.455 eV
spin multiplicity: 1


The following is a DFT calculation (ωB97M-V/def2-TZVPD) of C35H34FeN as an isolated structure at a distorted geometry.

Each line ends with the Löwdin spin population.
Cartesian coordinates (Å):
C: 1.74813 -2.94054 0.39189  0.010
C: 0.59044 -2.82900 -0.58621  0.046
C: -0.45311 -1.86536 -0.12978  0.255
C: -0.48922 -1.39583 1.21049  0.222
C: -1.49306 -0.44858 1.57527  0.205
C: -2.45512 -0.08025 0.64604  0.312
C: -2.41596 -0.51122 -0.72121  0.241
C: -3.33926 0.02933 -1.67448  0.278
C: -3.22678 0.09054 -3.07084  0.229
C: -4.00015 1.01369 -3.90378  0.098
C: -3.52393 0.94534 -5.21856  0.170
C: -2.48984 -0.05689 -5.28021  0.177
C: -2.35117 -0.61770 -3.99960  0.100
C: -1.40573 -1.44759 -1.04181  0.231
C: -1.51145 0.12527 2.96144  0.036
C: -0.25285 -0.18825 3.77217  0.007
C: 0.20027 -1.61881 3.53816  0.016
N: 0.40774 -1.86547 2.12536  0.170
C: 1.20989 -3.03042 1.80757  0.018
H: 2.34783 -3.82415 0.16890  0.003
H: 2.39400 -2.06284 0.28972  0.001
H: 0.96551 -2.52300 -1.56918  0.009
H: 0.13032 -3.81864 -0.72548  0.017
H: -3.26241 0.58744 0.95451  0.033
H: -4.17834 0.58956 -1.25443  0.010
H: -4.79266 1.63290 -3.50103  0.001
H: -3.86947 1.53769 -6.06153  0.009
H: -1.90697 -0.31658 -6.16077  0.010
H: -1.61552 -1.38125 -3.75445  0.004
H: -1.34654 -1.88162 -2.03368  0.015
H: -1.62964 1.21262 2.90633  0.009
H: -2.39038 -0.25246 3.50309  0.018
H: 0.54781 0.50178 3.48401  0.001
H: -0.44033 -0.04267 4.83899  0.002
H: 1.14422 -1.82510 4.05562  0.001
H: -0.55704 -2.31686 3.94020  0.008
H: 0.59495 -3.94189 1.90647  0.010
H: 2.01915 -3.09593 2.54037  0.001
C: -7.20767 -4.68837 -0.48716  -0.018
C: -6.49948 -5.80620 -1.09597  0.009
C: -5.07396 -5.58802 -0.91040  0.000
C: -4.89882 -4.33564 -0.19943  0.009
C: -6.21445 -3.77403 0.05714  0.007
Fe: -5.98413 -4.08866 -1.87058  0.162
C: -7.07300 -2.63161 -2.73192  0.003
C: -7.13512 -3.85520 -3.49766  0.010
C: -5.79366 -4.27498 -3.80045  0.039
C: -4.85523 -3.25141 -3.28424  0.028
C: -3.44725 -3.22433 -3.28687  0.423
C: -2.62933 -4.24349 -3.86700  0.039
C: -1.48221 -4.76499 -3.20151  0.073
C: -0.76207 -5.82470 -3.74589  -0.004
C: -1.12637 -6.36490 -4.98844  0.077
C: -2.19805 -5.79628 -5.69550  -0.006
C: -2.95987 -4.77500 -5.14326  0.065
C: -5.69884 -2.27595 -2.55787  0.056
H: -8.29014 -4.58016 -0.41446  0.000
H: -6.95372 -6.69192 -1.53778  0.001
H: -4.27889 -6.29064 -1.14890  0.001
H: -3.95169 -3.95382 0.17767  0.002
H: -6.41109 -2.86469 0.62068  0.003
H: -7.91644 -2.04569 -2.38477  0.000
H: -8.04648 -4.33657 -3.83813  0.001
H: -5.47563 -5.11583 -4.40838  0.002
H: -3.01894 -2.49648 -2.60872  0.018
H: -1.22842 -4.37044 -2.21485  0.006
H: 0.08438 -6.24171 -3.19122  -0.001
H: -0.57099 -7.21181 -5.40304  0.005
H: -2.44149 -6.17080 -6.68953  -0.002
H: -3.80950 -4.35512 -5.68467  0.002
H: -5.27295 -1.38679 -2.11134  0.008

LUMO level (spin up / spin down): 2.705 / 1.133 eV
M: 524.51 g/mol
expectation value of S²: 6.057
total charge: -1
DFT total energy: -72718.460 eV
spin multiplicity: 5


The following is a DFT calculation (ωB97M-V/def2-TZVPD) of C14H21N3O2S as an isolated structure at a distorted geometry.

Each line ends with the Löwdin charge.
Cartesian coordinates (Å):
C: 3.57603 0.50961 1.20154  -0.022
N: 2.18823 0.89203 0.71772  -0.142
C: 1.03802 0.08672 1.00172  -0.605
O: 0.06271 0.57884 1.08023  0.170
N: 1.59481 -1.11522 1.39260  0.004
C: 0.37674 -1.93119 2.14761  -0.097
C: -0.63864 -2.34323 1.20216  -0.097
H: -1.39170 -1.57214 0.75780  0.100
H: -1.20471 -3.29937 1.24114  0.122
C: 0.00109 -2.59099 -0.34665  -0.253
C: -0.00647 -1.60553 -1.27968  -0.414
O: 1.17444 -1.13324 -1.81135  -0.068
N: -0.97702 -0.76286 -1.65054  -0.018
H: -2.02504 -1.29294 -1.10786  0.250
C: -1.19217 0.36120 -2.39473  -0.157
C: -1.59088 1.42732 -1.20685  -0.386
C: -1.06702 2.86750 -1.23043  -0.055
C: -1.66035 3.52195 -0.18664  -0.172
C: -2.71121 2.82869 0.33956  -0.417
S: -2.83641 1.15444 0.00577  1.018
H: -3.09648 3.13977 1.22495  0.026
H: -1.45890 4.37993 0.04089  0.017
H: -0.47882 3.00648 -1.99167  0.045
H: -2.07405 0.15133 -2.90079  0.088
H: -0.31253 0.45432 -3.02951  0.136
C: 1.32431 -3.16327 -0.09175  -0.221
H: 1.99226 -3.33726 -0.94327  0.138
C: 2.13688 -2.24257 0.58111  -0.241
H: 3.02907 -2.69719 1.43373  0.199
H: 2.74649 -1.51198 -0.01172  0.106
H: 1.23207 -4.17585 0.46865  0.162
H: -0.49802 -3.39380 -1.00714  0.194
H: 0.63404 -2.83668 2.59041  0.098
H: -0.06153 -1.20668 2.80748  0.116
C: 2.14847 2.10208 0.19234  -0.113
H: 2.45721 2.02432 -0.81770  0.088
H: 2.47704 2.89350 0.66346  0.038
H: 0.91281 2.18058 0.22440  0.146
H: 4.23704 0.18860 0.27068  0.133
H: 4.03657 1.18214 1.69583  -0.005
H: 3.59807 -0.24540 1.99291  0.086

LUMO level: 0.328 eV
M: 295.41 g/mol
relative energy (zero: lowest compared OMol25 entry of this formula, charge and spin): 13.4821 eV
total charge: 0
DFT total energy: -34247.416 eV
spin multiplicity: 1


The following is a DFT calculation (ωB97M-V/def2-TZVPD) of a 3-piece molecular cluster, C32H62FN8O4P2 overall at a distorted geometry.

Each line ends with the Löwdin charge.
Cartesian coordinates (Å):
C: -5.06486 -0.11000 -4.19933  -0.031
C: -3.96727 0.74263 -3.35957  -0.226
F: -4.55715 0.95541 -2.03868  -0.105
C: -2.62767 -0.08785 -3.13031  -0.016
C: -2.14683 -0.34773 -1.68053  0.114
C: -0.81931 -1.16515 -1.45924  -0.052
C: -0.37539 -1.34206 0.08021  -0.080
C: 0.00725 0.12291 0.62220  -0.231
O: 1.33576 0.22118 1.19771  -0.107
N: -0.06095 -1.69050 -2.57994  0.016
C: 1.19671 -2.47899 -2.40686  -0.114
C: 0.87216 -4.01412 -2.77875  -0.177
C: 0.92131 -5.03531 -1.53641  -0.167
C: 0.83638 -6.52062 -2.18097  -0.181
C: 2.10440 -7.40658 -2.31285  -0.035
C: 2.00389 -8.82233 -2.93771  -0.071
C: 0.67315 -9.43499 -3.45707  -0.058
C: -0.60052 -8.50915 -3.35423  -0.068
C: -0.52334 -7.09012 -2.72644  -0.043
C: -0.49018 -1.46285 -3.96343  -0.106
O: 0.28899 -1.96659 -5.06362  0.012
C: -1.77832 -0.63520 -4.30950  -0.038
C: -2.09669 -0.42556 -5.86194  -0.109
C: -0.94843 0.58850 -6.41762  -0.166
N: -0.52130 1.47310 -5.52024  0.075
H: -4.52080 -1.05375 -4.55971  0.077
H: -5.30195 0.51682 -5.13185  0.091
H: -5.97981 -0.40130 -3.58709  0.101
H: -3.78138 1.78628 -3.79722  0.166
H: -2.71519 0.04584 -0.75911  0.126
H: -1.33768 -1.65430 0.64205  0.135
H: 0.42087 -2.14090 0.24265  0.113
H: -0.79705 0.53179 1.34293  0.125
H: -0.00737 0.84663 -0.28399  0.130
H: 1.55532 1.18515 1.11936  0.095
H: 1.96902 -2.11644 -3.18935  0.147
H: 1.70225 -2.35659 -1.39201  0.134
H: 1.58979 -4.33758 -3.62832  0.133
H: -0.18613 -4.11383 -3.24046  0.116
H: 1.89729 -4.88141 -0.95982  0.117
H: 0.01647 -4.81698 -0.85022  0.123
H: 3.10036 -6.98820 -1.94972  0.096
H: 2.95773 -9.44514 -3.01370  0.089
H: 0.59553 -10.49058 -3.89128  0.093
H: -1.57437 -8.94967 -3.76515  0.087
H: -1.49526 -6.48020 -2.68431  0.091
H: -0.00594 -2.89879 -5.24578  0.139
H: -3.15298 -0.06614 -6.09068  0.106
H: -1.86757 -1.43712 -6.37691  0.123
H: -0.50852 0.52181 -7.47087  0.127
H: 0.21149 2.06197 -5.95198  0.055
O: 7.79576 2.11345 0.44878  -0.314
P: 6.90306 2.42653 1.66401  0.745
N: 5.52381 2.75712 0.71706  -0.333
C: 4.57833 3.84702 0.84000  -0.138
C: 5.03563 1.74211 -0.20123  -0.141
N: 7.71560 3.91806 1.99606  -0.360
C: 7.53736 5.06806 1.11948  -0.124
C: 9.14908 3.74529 2.25343  -0.152
N: 5.91150 2.72052 3.10923  -0.288
C: 5.04174 1.58829 3.46145  -0.134
C: 6.53333 3.20779 4.34542  -0.126
H: 3.54457 3.47842 0.88708  0.068
H: 4.65883 4.51229 -0.02636  0.086
H: 4.72233 4.45340 1.73365  0.071
H: 4.21086 1.17304 0.24628  0.056
H: 5.81152 1.02354 -0.47244  0.071
H: 4.68062 2.19051 -1.13589  0.082
H: 7.69127 4.81297 0.06412  0.088
H: 8.22991 5.87485 1.37646  0.083
H: 6.54716 5.50448 1.23943  0.056
H: 9.71793 3.60308 1.33022  0.078
H: 9.32143 2.87265 2.89350  0.071
H: 9.55449 4.61276 2.78504  0.081
H: 4.16294 1.94974 4.00399  0.088
H: 5.56376 0.85058 4.07937  0.084
H: 4.67090 1.06419 2.57799  0.064
H: 6.85856 4.24454 4.25083  0.081
H: 7.38748 2.58833 4.63535  0.085
H: 5.81716 3.20819 5.17406  0.084
O: -3.90377 0.07263 1.79396  -0.353
P: -5.03280 0.58584 2.71470  0.752
N: -5.42041 1.90286 1.70669  -0.329
C: -5.68206 3.28114 2.07064  -0.132
C: -5.77884 1.64883 0.32092  -0.148
N: -3.92329 1.12638 3.92880  -0.356
C: -3.09124 2.29956 3.69959  -0.123
C: -3.07728 0.05004 4.45302  -0.152
N: -6.35386 1.09132 3.78983  -0.279
C: -7.68551 0.70001 3.30339  -0.128
C: -6.29612 0.79001 5.22482  -0.122
H: -6.63226 3.63358 1.65012  0.083
H: -4.88471 3.92717 1.68778  0.085
H: -5.74961 3.44548 3.14568  0.071
H: -6.86772 1.63033 0.19267  0.076
H: -5.39814 0.69033 -0.03221  0.051
H: -5.36502 2.41625 -0.34074  0.078
H: -2.56370 2.25276 2.73864  0.076
H: -2.34405 2.41760 4.48988  0.084
H: -3.68094 3.21357 3.73742  0.060
H: -2.25917 -0.19931 3.77021  0.065
H: -3.66878 -0.85786 4.61629  0.073
H: -2.65173 0.32905 5.42269  0.084
H: -8.43963 1.39241 3.68873  0.093
H: -7.94719 -0.31819 3.60829  0.086
H: -7.75282 0.73786 2.21428  0.067
H: -5.53811 1.38844 5.73165  0.081
H: -6.09532 -0.27056 5.40351  0.085
H: -7.23878 1.04533 5.72002  0.087

LUMO level: -3.632 eV
M: 703.85 g/mol
relative energy (zero: lowest compared OMol25 entry of this formula, charge and spin): 11.4867 eV
total charge: +1
DFT total energy: -75575.262 eV
spin multiplicity: 1